DFT (the ωB97M-V functional and the def2-TZVPD basis) results for a structure of composition C34H37DyN5 at a distorted geometry.

For the total energy, the calculation gives -67388.259 eV. Its HOMO energy (alpha / beta) is -2.756 / -2.394 eV. For the largest force on an atom, the calculation gives 2.938 eV/A. For the frontier orbital gap (alpha / beta), the calculation gives 4.7 / 4.3 eV. Its total charge is -1. The calculation puts the energy relative to the best compared isomer or geometry (same formula, charge and spin) at 0.0 kcal/mol. The spin multiplicity is 6.

```
77
Properties=species:S:1:pos:R:3:forces:R:3:mulliken_spin:R:1
Dy 0.063 -0.561 0.367 0.32 0.45 0.19 3.841
N 1.160 -3.723 4.053 -0.39 1.40 0.46 0.005
N 0.030 -2.163 -1.470 2.68 -0.36 0.94 -0.016
C 1.098 2.019 0.127 0.69 -0.10 0.89 0.039
C 2.117 1.068 0.424 -0.26 0.83 0.76 0.233
C 2.119 0.878 1.859 -0.57 -0.65 -0.32 -0.265
C 2.993 0.047 2.602 0.81 2.19 -0.20 0.788
H 3.910 -0.266 2.099 -0.23 -0.17 0.45 -0.008
H 2.366 -1.463 2.698 0.30 -1.40 0.69 -0.048
H 2.970 0.147 3.690 0.26 -0.29 -0.38 -0.009
C 0.980 1.573 2.396 0.67 0.00 -0.89 0.187
C 0.609 1.554 3.834 -0.07 0.18 0.50 0.023
H 0.982 2.439 4.374 -0.14 -0.13 -0.06 -0.004
H 1.031 0.676 4.345 -0.10 0.20 -0.14 0.005
H -0.479 1.508 3.983 0.14 0.18 0.00 0.000
C 0.425 2.346 1.355 0.49 -0.90 -0.39 -0.045
C -0.648 3.352 1.539 -0.50 0.22 -0.02 -0.022
H -1.528 2.880 1.996 -0.06 0.20 0.01 0.004
H -0.955 3.777 0.579 -0.04 0.01 0.12 0.001
H -0.351 4.187 2.195 -0.02 -0.23 -0.16 0.003
C 3.062 0.403 -0.520 0.47 -0.01 -0.33 -0.027
H 4.032 0.926 -0.566 -0.15 -0.13 -0.05 -0.004
H 2.666 0.376 -1.549 0.08 -0.01 0.25 0.033
H 3.284 -0.636 -0.223 -0.11 0.26 -0.07 0.000
C 0.885 2.659 -1.200 -0.28 0.11 -0.46 -0.052
H -0.184 2.838 -1.359 0.11 0.08 -0.21 0.002
H 1.228 1.996 -2.004 -0.13 0.12 0.02 -0.002
H 1.409 3.624 -1.340 -0.12 -0.30 0.21 0.011
C 0.079 -4.127 4.706 -0.03 -0.26 -1.09 -0.003
H 0.213 -4.235 5.804 -0.38 -0.39 -0.81 -0.001
C -1.109 -4.412 4.012 -0.61 -0.09 0.98 0.002
H -1.897 -4.891 4.574 -0.30 -0.01 -0.04 0.000
C -1.278 -4.096 2.645 0.67 0.14 -0.74 -0.001
H -2.169 -4.392 2.063 0.29 0.22 0.61 0.000
C -0.260 -3.405 2.010 0.15 -0.83 0.43 0.014
H -0.279 -3.023 0.944 -0.18 -0.91 1.30 0.010
C 0.961 -3.189 2.797 -0.16 0.14 -1.09 0.014
C 1.913 -2.354 2.251 0.03 0.55 -2.05 0.096
H 1.878 -2.139 1.135 -0.14 -0.51 1.01 0.014
C -0.357 -1.055 -2.060 -0.07 -0.52 0.17 0.065
C 0.846 -2.876 -2.361 -1.56 -0.30 -0.09 -0.007
H 1.510 -3.660 -2.041 -0.32 -0.39 -0.07 0.001
C 0.621 -2.377 -3.599 0.21 0.05 -0.22 -0.006
H 0.891 -2.798 -4.564 -0.06 0.39 0.33 -0.001
N -0.133 -1.205 -3.402 0.24 -0.94 0.32 -0.011
C -0.310 -0.070 -4.193 0.76 1.02 1.14 0.010
C 0.787 0.390 -4.931 -1.27 0.84 -0.76 0.000
C 0.641 1.624 -5.584 -0.13 -0.16 0.45 -0.001
H 1.461 1.976 -6.212 -0.25 0.01 0.07 0.000
C -0.468 2.442 -5.340 -0.23 -0.11 -0.17 0.001
C -0.669 3.711 -6.129 0.01 0.18 -0.04 0.000
H -1.225 4.453 -5.532 0.24 -0.18 -0.27 0.000
H -1.259 3.505 -7.043 0.25 0.12 0.35 0.000
H 0.297 4.141 -6.439 -0.37 -0.07 0.10 0.000
C -1.418 2.057 -4.382 0.77 -0.03 -0.28 -0.001
H -2.197 2.772 -4.079 0.28 -0.41 -0.17 0.000
C -1.311 0.819 -3.744 -0.27 0.41 -1.30 0.023
C -2.265 0.562 -2.632 -1.66 -0.24 0.45 -0.039
H -2.270 -0.463 -2.237 -0.14 0.75 -0.35 0.015
H -3.301 0.802 -2.916 0.15 0.22 -0.30 -0.002
H -2.036 1.236 -1.793 0.13 -0.33 -0.05 -0.009
C 2.097 -0.302 -4.938 0.86 -0.07 -0.55 0.001
H 2.073 -1.359 -5.213 0.04 0.36 0.08 0.000
H 2.595 -0.206 -3.965 -0.20 -0.19 -0.05 0.000
H 2.738 0.209 -5.661 0.09 -0.05 0.01 0.000
N -1.253 -1.644 6.758 -1.03 0.90 -2.60 0.000
C -1.644 -1.329 5.697 0.73 -0.85 2.10 0.000
C -2.145 -0.907 4.400 0.12 -0.14 0.16 -0.008
C -3.482 -0.559 4.218 0.17 0.20 0.06 -0.007
C -3.849 0.013 3.005 -0.11 -0.02 -0.13 -0.049
C -2.917 0.097 1.969 1.01 -0.57 0.35 -0.003
N -1.642 -0.370 2.088 -1.70 0.19 2.19 0.292
C -1.271 -0.822 3.321 -0.02 -0.09 -1.07 -0.063
H -4.184 -0.729 5.036 0.10 0.27 -0.30 -0.001
H -4.858 0.397 2.858 0.23 -0.21 -0.04 -0.002
H -3.178 0.505 0.991 0.04 -0.07 0.26 -0.002
H -0.242 -1.180 3.425 -0.23 0.24 -0.12 -0.016
```
Positions in Å, forces in eV/Å.

DFT (the ωB97M-V functional and the def2-TZVPD basis) results for a cluster of 2 separate species, C34H37N3O4 in total at a distorted geometry.

For the total energy, the calculation gives -48516.818 eV. Its HOMO energy is -6.104 eV. For the largest force on an atom, the calculation gives 3.135 eV/A. For the frontier orbital gap, the calculation gives 4.2 eV. Its total charge is 0. The calculation puts the energy relative to the best compared isomer or geometry (same formula, charge and spin) at 0.0 kcal/mol.

```
78
Properties=species:S:1:pos:R:3:forces:R:3:lowdin_charge:R:1
C -5.796 -1.709 0.678 -0.11 -0.24 -0.28 -0.081
C -4.775 -1.078 1.587 -0.02 0.25 -0.23 -0.229
O -4.245 0.079 0.890 -0.20 -0.97 0.52 -0.044
C -3.161 0.603 1.516 0.67 0.89 0.12 -0.477
C -2.832 1.929 0.981 -0.43 -1.74 0.82 -0.180
C -1.898 2.792 1.654 0.57 0.87 0.33 -0.188
C -1.062 2.306 2.690 -0.08 0.23 -0.13 -0.035
C -0.198 3.161 3.361 -0.18 0.32 -0.36 -0.104
C -0.122 4.511 2.997 0.14 0.03 0.06 -0.127
C -0.942 5.013 1.978 -0.03 -0.32 0.13 -0.108
C -1.837 4.174 1.321 0.17 -0.41 0.25 -0.046
C -3.856 2.479 0.214 -2.15 1.62 -1.61 -0.275
N -4.708 2.995 -0.422 1.83 -1.06 1.12 0.137
O -2.596 -0.012 2.421 -0.27 0.11 -0.68 0.020
H -6.375 -2.459 1.223 0.04 0.04 -0.01 0.074
H -6.491 -0.975 0.258 0.15 -0.05 0.14 0.082
H -5.289 -2.219 -0.147 -0.15 0.10 0.00 0.073
H -5.226 -0.741 2.533 0.23 -0.08 -0.24 0.131
H -3.955 -1.774 1.807 -0.28 0.23 0.07 0.114
H -1.174 1.266 2.988 0.21 0.39 -0.08 0.087
H 0.396 2.764 4.186 -0.06 0.20 -0.21 0.095
H 0.566 5.174 3.521 -0.16 -0.09 -0.11 0.086
H -0.912 6.071 1.710 0.05 -0.25 0.12 0.095
H -2.534 4.580 0.581 0.31 -0.17 0.20 0.100
C 0.432 7.143 -3.357 -0.39 -0.19 0.11 -0.057
O -0.801 6.447 -3.082 0.44 -0.61 -0.03 -0.070
C -0.739 5.138 -2.725 0.00 -0.12 0.25 -0.240
C -1.971 4.454 -2.568 0.67 0.74 -0.36 0.023
C -1.968 3.148 -2.155 -0.14 -0.58 0.36 -0.017
C -0.778 2.460 -1.792 0.24 0.59 -0.16 -0.196
C -0.822 1.133 -1.240 0.08 -0.56 -0.70 0.058
C 0.309 0.319 -1.179 0.19 0.45 0.23 -0.061
C 0.349 -1.027 -0.832 0.70 -0.10 0.02 0.022
N 1.485 -1.751 -0.759 -1.55 0.51 -0.13 0.032
C 1.436 -3.170 -0.394 0.25 -0.67 -0.39 -0.159
C 0.782 -3.400 0.969 -0.11 0.11 0.35 -0.083
C 0.822 -4.846 1.414 -0.09 0.01 0.05 -0.236
C 1.537 -5.205 2.562 -0.04 -0.16 -0.41 -0.039
C 1.666 -6.551 2.908 -0.20 0.05 -0.14 -0.074
C 1.035 -7.534 2.136 0.03 0.27 -0.03 -0.085
C 0.270 -7.168 1.023 0.04 0.24 0.05 -0.075
C 0.156 -5.821 0.664 0.30 -0.18 0.33 -0.042
C 2.914 -3.573 -0.428 0.64 -0.82 -0.01 -0.365
O 3.390 -4.690 -0.241 -0.81 1.46 -0.17 0.088
N 3.631 -2.449 -0.724 -0.24 -0.52 0.22 -0.037
C 5.073 -2.472 -0.807 0.26 0.28 -0.10 -0.008
C 2.848 -1.249 -1.000 0.70 0.19 0.04 -0.464
C 3.099 -0.812 -2.451 -0.16 -0.20 -0.12 0.012
C 3.250 -0.141 -0.018 -0.09 -0.07 0.21 0.013
C 0.444 3.149 -2.023 -0.27 -0.14 0.02 -0.001
C 0.477 4.451 -2.489 -0.22 0.22 -0.18 -0.004
H 0.107 8.144 -3.645 0.21 -0.15 0.04 0.095
H 1.073 7.191 -2.465 -0.22 0.00 -0.20 0.097
H 0.980 6.667 -4.183 -0.18 0.12 0.19 0.097
H -2.893 4.997 -2.789 0.27 -0.31 0.08 0.134
H -2.915 2.617 -2.102 0.12 0.18 0.19 0.101
H -1.790 0.728 -0.930 0.20 0.18 -0.28 0.121
H 1.267 0.771 -1.418 -0.49 -0.09 -0.02 0.055
H -0.578 -1.574 -0.630 0.35 0.20 0.03 0.153
H 0.904 -3.755 -1.172 0.26 0.29 0.33 0.170
H 1.296 -2.762 1.709 -0.25 -0.17 -0.21 0.135
H -0.261 -3.060 0.894 0.23 -0.03 0.18 0.121
H 2.012 -4.417 3.154 -0.07 -0.35 -0.17 0.116
H 2.269 -6.825 3.774 -0.23 0.01 -0.21 0.104
H 1.140 -8.586 2.405 -0.04 0.29 -0.09 0.102
H -0.230 -7.927 0.420 0.14 0.17 0.22 0.104
H -0.435 -5.517 -0.205 0.18 -0.21 0.25 0.115
H 5.425 -3.469 -0.531 -0.19 0.17 -0.06 0.099
H 5.408 -2.238 -1.826 -0.01 -0.13 0.19 0.094
H 5.508 -1.732 -0.124 -0.04 -0.21 -0.10 0.093
H 2.941 -1.665 -3.125 0.03 0.23 0.12 0.105
H 2.436 0.001 -2.753 0.17 -0.12 -0.02 0.076
H 4.137 -0.470 -2.550 -0.31 -0.08 0.01 0.091
H 3.162 -0.515 1.011 0.04 0.16 -0.24 0.107
H 4.289 0.151 -0.213 -0.27 -0.04 0.09 0.090
H 2.617 0.741 -0.124 0.23 -0.11 0.13 0.075
H 1.394 2.649 -1.843 -0.17 0.21 0.08 0.105
H 1.435 4.944 -2.679 -0.41 -0.26 0.20 0.107
```
Positions in Å, forces in eV/Å.

DFT (the ωB97M-V functional and the def2-TZVPD basis) results for a structure of composition C34H38ClN2O5PSSi2Ti.

For the total energy, the calculation gives -120613.504 eV. Its HOMO energy (alpha / beta) is -4.146 / -3.984 eV. For the largest force on an atom, the calculation gives 0.488 eV/A. For the frontier orbital gap (alpha / beta), the calculation gives 6.2 / 6.1 eV. Its total charge is -1. The calculation puts the energy relative to the best compared isomer or geometry (same formula, charge and spin) at 0.0 kcal/mol. The spin multiplicity is 2.

```
85
Properties=species:S:1:pos:R:3:forces:R:3:mulliken_spin:R:1
Ti 0.016 -0.024 1.117 -0.08 -0.48 -0.07 1.001
O -2.019 1.774 6.382 0.02 0.02 0.02 0.000
C -1.569 2.845 5.766 -0.07 0.00 -0.02 -0.001
O -1.619 3.948 6.257 0.02 -0.01 0.01 0.000
C -1.002 2.647 4.397 -0.01 -0.02 0.03 -0.005
C -0.457 3.644 3.610 0.04 0.01 -0.06 0.001
Cl -0.183 5.280 3.964 0.00 -0.01 0.02 0.000
N -0.063 3.100 2.434 0.00 -0.03 0.02 0.027
N -0.306 1.771 2.433 -0.04 0.17 0.11 -0.065
C -0.866 1.490 3.600 -0.01 0.09 -0.05 0.027
C -1.178 0.039 3.851 0.14 -0.15 0.09 -0.013
O -1.715 -0.278 4.922 -0.04 0.01 -0.04 -0.001
O -0.815 -0.738 2.926 -0.08 0.18 -0.03 -0.002
C 0.626 3.722 1.347 0.01 0.03 -0.01 -0.011
C 1.758 3.105 0.842 0.01 -0.03 0.02 0.030
C 2.452 3.701 -0.201 -0.01 0.00 0.00 0.010
C 2.018 4.914 -0.717 0.00 0.00 -0.01 -0.003
C 0.876 5.520 -0.208 -0.01 0.00 -0.01 0.006
C 0.163 4.920 0.819 0.00 0.00 0.01 -0.005
H -1.913 0.925 5.827 0.00 0.00 -0.01 0.000
H 2.102 2.169 1.260 0.00 0.00 -0.01 0.023
H 3.333 3.205 -0.589 0.01 -0.01 -0.01 0.002
H 2.564 5.385 -1.524 0.00 0.00 0.00 0.000
H 0.526 6.457 -0.621 0.00 0.00 0.00 0.001
H -0.737 5.376 1.207 0.00 0.00 0.00 0.000
C 2.472 0.845 3.921 -0.01 0.01 0.00 -0.009
Si 2.353 -0.228 2.344 0.05 0.06 -0.02 -0.006
C 2.739 -1.973 2.982 0.00 -0.01 0.00 0.000
C 3.811 0.338 1.243 0.00 -0.01 -0.01 -0.026
C 5.006 0.891 1.706 0.00 -0.01 0.00 0.004
C 5.981 1.341 0.822 0.00 0.00 0.00 0.001
C 5.776 1.223 -0.547 -0.01 0.00 0.00 0.000
C 4.596 0.660 -1.021 0.01 0.00 0.01 0.002
C 3.598 0.225 -0.146 0.02 0.00 0.00 0.019
Si 1.909 -0.513 -0.663 -0.01 0.14 0.01 -0.082
C 1.650 0.118 -2.452 0.02 -0.02 -0.01 -0.001
C 2.273 -2.358 -0.943 0.01 -0.01 0.00 -0.003
H 3.432 0.715 4.429 0.00 -0.01 0.00 -0.001
H 1.690 0.562 4.633 0.00 0.00 0.00 0.002
H 2.355 1.913 3.707 0.00 0.00 0.01 0.003
H 3.686 -1.990 3.530 0.00 0.00 0.00 -0.001
H 2.800 -2.700 2.172 0.00 0.00 0.00 0.000
H 1.943 -2.296 3.658 0.00 0.00 0.00 0.000
H 5.179 0.991 2.773 0.00 0.00 0.00 0.000
H 6.895 1.786 1.199 0.00 0.00 0.00 0.000
H 6.533 1.572 -1.241 0.00 0.00 0.00 0.000
H 4.448 0.574 -2.094 0.00 0.00 0.00 0.000
H 2.384 -0.319 -3.139 0.01 0.00 0.00 0.000
H 1.747 1.205 -2.505 0.00 0.00 -0.01 0.002
H 0.657 -0.159 -2.818 0.00 0.00 -0.01 -0.001
H 3.099 -2.473 -1.652 0.00 0.00 0.00 0.000
H 1.387 -2.854 -1.345 0.00 0.00 0.00 0.002
H 2.546 -2.874 -0.022 0.00 0.00 0.01 0.000
C -2.724 2.316 0.200 0.00 0.01 -0.01 0.001
P -1.438 1.359 -0.697 0.03 0.00 0.05 0.023
C -0.808 2.624 -1.856 -0.01 0.00 0.00 0.001
C -2.485 0.386 -1.830 0.00 0.01 0.00 0.003
H -3.432 2.775 -0.494 0.00 0.00 0.00 0.000
H -2.259 3.099 0.800 0.00 -0.01 0.00 0.001
H -3.267 1.650 0.873 0.00 0.00 0.00 0.000
H -1.637 3.173 -2.310 0.00 0.00 0.00 0.000
H -0.238 2.126 -2.639 0.00 0.01 0.00 -0.002
H -0.148 3.322 -1.346 0.01 0.01 0.01 0.002
H -3.109 1.048 -2.435 0.00 0.00 0.00 -0.001
H -3.105 -0.298 -1.255 0.00 0.00 0.00 0.001
H -1.852 -0.221 -2.476 0.01 0.00 0.00 0.001
C -6.113 -6.536 -5.910 0.03 0.00 -0.01 0.000
C -5.216 -5.675 -5.050 -0.05 0.00 0.01 0.000
O -5.335 -4.486 -4.949 0.00 -0.01 0.01 0.000
S -3.993 -6.639 -4.177 0.00 -0.02 0.02 0.000
C -3.244 -5.418 -3.140 0.01 0.02 0.00 0.006
C -2.154 -4.686 -3.596 0.01 0.00 -0.01 -0.002
C -1.559 -3.745 -2.776 -0.01 0.00 0.01 0.006
C -2.036 -3.515 -1.479 0.02 -0.02 0.00 -0.011
C -3.130 -4.266 -1.032 0.01 0.00 0.00 0.010
C -3.727 -5.206 -1.853 0.00 0.00 -0.01 -0.002
C -1.425 -2.529 -0.648 -0.04 0.03 0.01 0.037
C -0.913 -1.638 0.015 0.02 0.01 -0.05 -0.003
H -6.530 -5.929 -6.710 0.00 0.01 0.00 0.000
H -6.926 -6.914 -5.289 0.00 0.01 0.00 0.000
H -5.574 -7.390 -6.318 0.00 -0.01 0.00 0.000
H -1.777 -4.855 -4.597 0.00 0.00 0.00 0.000
H -0.709 -3.173 -3.127 0.00 0.00 0.00 0.001
H -3.501 -4.099 -0.030 0.00 0.00 0.00 0.000
H -4.574 -5.781 -1.498 0.00 0.00 0.00 0.000
```
Positions in Å, forces in eV/Å.